41
Properties=species:S:1:pos:R:3:lowdin_charge:R:1 method="wB97M-V/def2-TZVPD" homo_energy_ev=-8.10 charge=0 smiles="COc1ccc(NC(=S)NNC(=O)CCn2cc([N+](=O)[O-])cn2)cc1"
C -1.799 6.806 -0.345 -0.0893
O -1.379 6.081 -1.477 -0.0849
C -0.804 4.863 -1.291 -0.2816
C -0.418 4.187 -2.452 -0.0013
C 0.175 2.949 -2.373 -0.0228
C 0.406 2.345 -1.135 -0.2442
N 0.998 1.075 -1.154 0.0677
C 1.546 0.323 -0.177 -0.7796
S 1.660 0.697 1.433 0.7148
N 2.146 -0.827 -0.627 0.0188
N 2.489 -1.785 0.325 0.0266
C 2.163 -3.076 0.090 -0.5174
O 1.833 -3.470 -1.010 0.0646
C 2.267 -3.968 1.318 -0.0652
C 1.117 -3.624 2.281 -0.1086
N -0.116 -3.494 1.550 -0.1432
C -1.043 -4.424 1.308 0.0469
C -1.980 -3.827 0.475 -0.1388
N -3.155 -4.411 -0.044 -0.3784
O -3.398 -5.557 0.280 0.0782
O -3.844 -3.730 -0.775 0.0855
C -1.501 -2.517 0.268 -0.0348
N -0.378 -2.346 0.922 0.1074
C 0.014 3.011 0.017 -0.0441
C -0.582 4.258 -0.060 -0.0111
H -2.565 6.263 0.218 0.0958
H -0.958 7.039 0.316 0.0957
H -2.222 7.732 -0.729 0.0927
H -0.597 4.657 -3.405 0.1193
H 0.466 2.440 -3.282 0.1122
H 1.094 0.699 -2.091 0.1462
H 1.815 -1.282 -1.476 0.1421
H 2.494 -1.354 1.256 0.0346
H 2.184 -5.003 0.984 0.1239
H 3.224 -3.824 1.816 0.1220
H 1.303 -2.665 2.770 0.1243
H 1.005 -4.402 3.038 0.1310
H -1.011 -5.415 1.713 0.1413
H -1.942 -1.735 -0.315 0.1219
H 0.167 2.565 0.984 0.0264
H -0.871 4.744 0.858 0.1052


20
Properties=species:S:1:pos:R:3:lowdin_charge:R:1 method="wB97M-V/def2-TZVPD" homo_energy_ev=-18.13 charge=+2 smiles="N/C=[NH+]/CCC[NH3+]"
N 0.623 1.942 3.188 0.1819
C 0.849 0.939 2.301 -0.0341
N 0.074 0.819 1.132 0.0540
C 0.411 -0.293 0.211 -0.1669
C -0.711 -0.821 -0.756 -0.1307
C -0.021 -1.055 -2.164 -0.1507
N -0.998 -1.282 -3.227 0.1919
H 1.085 1.861 4.048 0.1068
H -0.097 2.753 3.105 0.2034
H 1.577 0.077 2.561 0.1982
H -0.543 1.622 0.907 0.1763
H 0.814 -1.283 0.762 0.1884
H 1.204 -0.072 -0.391 0.0638
H -1.591 -0.184 -0.811 0.1162
H -1.121 -1.715 -0.333 0.1084
H 0.677 -1.894 -2.120 0.1433
H 0.718 -0.153 -2.237 0.1684
H -1.174 -2.256 -3.384 0.1693
H -0.732 -0.858 -4.244 0.2685
H -1.882 -0.878 -3.071 0.1437


15
Properties=species:S:1:pos:R:3:lowdin_charge:R:1 method="wB97M-V/def2-TZVPD" homo_energy_ev=-8.68 charge=0 smiles="SNC1=NOCCN1"
S -3.412 0.002 0.181 0.6966
N -1.953 -0.649 -0.347 -0.4723
C -0.616 -0.460 -0.075 -0.5333
N 0.114 -1.541 0.194 0.1383
O 1.569 -1.294 0.308 -0.1276
C 1.937 -0.062 -0.101 -0.3489
C 1.194 1.045 0.375 -0.1713
N -0.271 0.898 -0.063 0.0306
H -3.626 -0.820 1.347 -0.0993
H -2.035 -1.624 -0.859 0.1408
H 1.984 -0.114 -1.239 0.1405
H 3.072 0.177 -0.042 0.1585
H 1.508 1.995 -0.047 0.1232
H 1.169 1.140 1.441 0.1195
H -0.634 1.307 -1.073 0.2045


80
Properties=species:S:1:pos:R:3:lowdin_charge:R:1 method="wB97M-V/def2-TZVPD" homo_energy_ev="-15.96 / -15.85" charge=+3 s2=0.898 spin_multiplicity=2
Cr 0.880 0.301 -0.322 -0.0163
O 1.065 -0.457 -2.213 -0.0740
C 0.486 -1.183 -1.415 -0.4369
C -0.282 -2.398 -1.411 -0.2191
C -0.583 -3.244 -2.477 0.0294
C -1.437 -4.305 -2.223 -0.0165
C -1.967 -4.501 -0.946 -0.0036
C -1.647 -3.661 0.118 -0.0230
C -0.780 -2.610 -0.120 -0.2817
P -0.039 -1.409 1.033 1.0563
C -1.243 -1.194 2.357 -0.3644
C -1.306 -2.097 3.418 -0.0637
C -2.294 -1.961 4.384 -0.0344
C -3.212 -0.924 4.301 -0.0360
C -3.149 -0.014 3.250 -0.0591
C -2.169 -0.151 2.279 -0.1415
C 1.399 -2.279 1.694 -0.3429
C 1.736 -3.577 1.313 -0.0564
C 2.872 -4.179 1.837 -0.0369
C 3.675 -3.494 2.736 -0.0357
C 3.351 -2.196 3.112 -0.0504
C 2.221 -1.590 2.591 -0.0926
H -0.163 -3.081 -3.461 0.1367
H -1.701 -4.989 -3.018 0.1283
H -2.633 -5.337 -0.777 0.1298
H -2.056 -3.841 1.104 0.1233
H -0.577 -2.895 3.501 0.1198
H -2.344 -2.664 5.204 0.1251
H -3.979 -0.821 5.057 0.1249
H -3.860 0.800 3.198 0.1173
H -2.107 0.561 1.462 0.0605
H 1.120 -4.131 0.617 0.1094
H 3.124 -5.189 1.546 0.1233
H 4.553 -3.972 3.148 0.1241
H 3.977 -1.665 3.816 0.1169
H 1.967 -0.581 2.898 0.0771
N 2.309 2.357 3.308 0.1619
C 1.125 1.877 2.965 -0.7953
N 0.343 1.332 3.878 0.1724
S 0.587 2.060 1.315 0.6456
H 2.618 2.405 4.269 0.1439
H 2.856 2.842 2.615 0.0965
H 0.590 1.306 4.857 0.1477
H -0.565 0.980 3.606 0.0818
C 4.516 2.613 0.123 -0.2925
Sb 3.378 1.267 -1.044 1.3534
C 3.315 2.294 -2.898 -0.2805
C 4.764 -0.255 -1.532 -0.2713
H 5.304 3.029 -0.503 0.0290
H 4.975 2.097 0.964 0.0186
H 3.884 3.427 0.474 0.0042
H 4.339 2.495 -3.206 0.0303
H 2.785 3.239 -2.796 0.0156
H 2.833 1.673 -3.651 0.0155
H 5.691 0.209 -1.862 0.0303
H 4.354 -0.854 -2.343 0.0207
H 4.958 -0.890 -0.670 0.0149
C -3.913 2.828 -1.891 -0.0851
N -3.712 1.433 -2.531 -0.0563
C -3.025 1.652 -3.898 -0.0850
N -1.818 2.374 -3.735 -0.1326
C -2.062 3.670 -3.109 -0.1252
N -2.677 3.513 -1.793 -0.1346
C -1.771 2.933 -0.806 -0.3030
P -1.236 1.229 -1.291 1.0094
C -2.917 0.526 -1.636 -0.2056
C -0.782 1.611 -3.050 -0.2616
H -4.375 2.667 -0.918 0.1510
H -4.603 3.357 -2.549 0.1559
H -4.629 1.009 -2.691 0.1901
H -3.740 2.212 -4.501 0.1561
H -2.863 0.666 -4.334 0.1522
H -2.724 4.258 -3.745 0.1516
H -1.119 4.203 -3.003 0.1475
H -2.264 2.902 0.169 0.0990
H -0.888 3.564 -0.691 0.0901
H -3.476 0.399 -0.705 0.1065
H -2.835 -0.454 -2.112 0.1119
H -0.581 0.688 -3.595 0.1059
H 0.149 2.183 -3.045 0.1025


Number 1: E_tot -42739.7625 eV. Number 2: E_tot -8811.8097 eV. Number 3: E_tot -20573.6817 eV. Number 4: E_tot -104567.5204 eV.